1.
The following is a DFT calculation (ωB97M-V with the def2-TZVPD basis set) of a molecular structure, C2H8CsN4O2 in a non-equilibrium geometry.

Positions of all 17 atoms, in Å:
H (3.002, 1.251, 2.697)
H (2.109, 1.168, 1.268)
O (0.925, -0.967, 1.739)
H (2.706, -0.548, 4.305)
H (2.059, -2.048, 3.713)
Cs (-1.939, -1.316, 1.181)
H (-2.157, 1.524, -1.222)
N (-1.633, -0.197, -3.834)
C (-1.992, 0.017, -2.546)
C (1.804, -0.460, 2.471)
H (-1.980, 2.066, -2.845)
O (-2.050, -0.932, -1.745)
N (-2.177, 1.323, -2.205)
H (-1.689, -1.120, -4.222)
N (2.268, -1.079, 3.574)
N (2.326, 0.749, 2.151)
H (-1.582, 0.568, -4.481)

The energy above the lowest of the compared OMol25 structures with the same formula, charge and spin is 2.2 kcal per mole. The orbital gap comes out at 10.39 eV. As for the net charge: +1. Its HOMO energy is -13.283 eV.

Here are the Mulliken charges for atoms 1 to 2, given in e: 0.1754, 0.2152


2.
The following is a DFT calculation (ωB97M-V with the def2-TZVPD basis set) of a molecular structure, C2H8CuNO6PS in a non-equilibrium geometry.

Positions of all 20 atoms, in Å:
H (-1.582, -0.105, -2.234)
H (0.906, -1.153, -0.883)
P (-2.087, -0.407, -0.197)
H (-3.386, 0.258, 1.354)
H (2.732, 0.244, -1.048)
Cu (-0.227, -3.231, 0.509)
S (-0.840, 2.215, -0.289)
N (1.625, 1.282, 0.371)
H (1.089, 1.221, 1.245)
O (-1.427, -1.713, -0.029)
O (-3.432, -0.291, 0.554)
O (-2.373, -0.019, -1.680)
C (1.471, -1.120, 0.047)
O (-1.133, 0.766, 0.462)
C (2.395, 0.103, -0.026)
H (0.849, -1.100, 0.941)
H (3.259, 0.019, 0.628)
O (0.945, 1.895, -0.571)
H (2.075, -2.030, 0.089)
O (-0.859, 3.166, 0.758)

As for the spin multiplicity: 2. The orbital gap (spin up / spin down) comes out at 10.27 / 8.02 eV. As for the net charge: +2. Its HOMO energy (spin up / spin down) is -18.647 / -18.666 eV.

Here are the natural (NBO) charges for atoms 1 to 2, given in e: 0.5331, 0.2284


What did the second record say?
The following is a DFT calculation (ωB97M-V with the def2-TZVPD basis set) of a molecular structure, C2H8CuNO6PS in a non-equilibrium geometry.

Positions of all 20 atoms, in Å:
H (-1.582, -0.105, -2.234)
H (0.906, -1.153, -0.883)
P (-2.087, -0.407, -0.197)
H (-3.386, 0.258, 1.354)
H (2.732, 0.244, -1.048)
Cu (-0.227, -3.231, 0.509)
S (-0.840, 2.215, -0.289)
N (1.625, 1.282, 0.371)
H (1.089, 1.221, 1.245)
O (-1.427, -1.713, -0.029)
O (-3.432, -0.291, 0.554)
O (-2.373, -0.019, -1.680)
C (1.471, -1.120, 0.047)
O (-1.133, 0.766, 0.462)
C (2.395, 0.103, -0.026)
H (0.849, -1.100, 0.941)
H (3.259, 0.019, 0.628)
O (0.945, 1.895, -0.571)
H (2.075, -2.030, 0.089)
O (-0.859, 3.166, 0.758)

As for the spin multiplicity: 2. The orbital gap (spin up / spin down) comes out at 10.27 / 8.02 eV. As for the net charge: +2. Its HOMO energy (spin up / spin down) is -18.647 / -18.666 eV.

Here are the natural (NBO) charges for atoms 1 to 2, given in e: 0.5331, 0.2284